(1)
The following is a quantum chemistry calculation of C21H31MnN5O6S as an isolated structure in a non-equilibrium geometry, from the OMol25 dataset.

Output
HOMO energy (alpha / beta) = -0.416 / -0.420 Ha
2S+1 = 5
Gap between HOMO and LUMO (alpha / beta) = 7.01 / 6.42 eV
Total charge = +1
⟨S²⟩ = 6.495

CARTESIAN COORDINATES (ANGSTROEM)
O  3.8519  2.3545  -1.5174
H  4.7417  2.5939  -1.7951
Mn  1.2743  0.5049  -1.1673
N  0.5691  2.3030  -0.8792
N  1.4924  0.9244  0.9168
N  0.0876  -0.1750  -2.4935
N  0.8537  -1.4154  -0.5782
O  -0.2196  2.8059  -1.7490
O  -0.5756  0.6554  -3.3066
O  0.9470  -1.9539  0.6480
O  1.7453  0.0848  1.8787
C  1.5092  2.2354  1.2395
C  1.1016  3.0381  0.1449
C  -0.0128  -1.5073  -2.6720
C  0.3979  -2.2453  -1.5347
C  1.3897  4.4989  0.0380
H  2.3620  4.6474  -0.4680
H  1.4820  4.9526  1.0361
H  0.6106  5.0442  -0.5104
C  1.9594  2.7004  2.5807
H  2.8734  2.1553  2.8517
H  1.1991  2.4977  3.3444
H  2.1748  3.7723  2.5668
C  -0.5787  -2.1360  -3.8775
C  0.2844  -3.7223  -1.3961
H  -0.5806  -1.4557  -4.7382
H  -1.6013  -2.5106  -3.7371
H  0.0116  -3.0192  -4.1543
H  0.6310  -4.0432  -0.3980
H  0.9200  -4.2033  -2.1591
H  -0.7542  -4.0643  -1.5396
H  -0.5028  1.5165  -2.7425
H  1.3432  -1.0903  1.2395
C  3.3838  0.0456  -0.9863
H  3.9059  1.0087  -0.8611
H  3.5518  -0.3909  -1.9866
H  3.6015  -0.6852  -0.1943
O  2.0233  1.4128  -2.6890
H  3.2149  1.9366  -2.2741
H  2.0424  0.9215  -3.5558
N  -1.4626  0.8317  -0.4673
S  -2.5550  0.3149  0.4991
C  -2.6692  -1.4637  0.1997
C  -2.9930  -1.8531  -1.1092
C  -3.2046  -3.1974  -1.4079
C  -3.0976  -4.1571  -0.3952
C  -2.7375  -3.7751  0.8999
C  -2.5374  -2.4265  1.1997
C  -1.8914  0.5559  2.1718
C  -0.8906  -0.1959  2.7671
C  -0.4652  0.1056  4.0673
C  -1.0177  1.2034  4.7400
C  -1.9510  2.0233  4.1026
C  -2.3700  1.7178  2.8107
H  -1.7052  1.6519  -1.0139
H  -3.0822  -1.0837  -1.8806
H  -3.4881  -3.4851  -2.4270
H  -3.2992  -5.2055  -0.6187
H  -2.6328  -4.5216  1.6924
H  -2.3049  -2.1106  2.2154
H  -0.4744  -1.0557  2.2402
H  0.2826  -0.5250  4.5517
H  -0.7151  1.4161  5.7657
H  -2.3726  2.9003  4.6057
H  -3.0760  2.3422  2.2665

Atom-resolved charges from Löwdin, all expressed in e: number 1, O, carries -0.17; number 2, H, carries 0.06; number 3, Mn, carries 0.83; number 4, N, carries -0.16; number 5, N, carries -0.06; number 6, N, carries -0.13; number 7, N, carries -0.05; number 8, O, carries -0.03; number 9, O, carries 0.01; number 10, O, carries -0.05; number 11, O, carries -0.05; number 12, C, carries -0.20; number 13, C, carries -0.17; number 14, C, carries -0.22; number 15, C, carries -0.22; number 16, C, carries 0.02; number 17, H, carries 0.11; number 18, H, carries 0.08; number 19, H, carries 0.10; number 20, C, carries 0.03; number 21, H, carries 0.11; number 22, H, carries 0.09; number 23, H, carries 0.08; number 24, C, carries 0.02; number 25, C, carries 0.02; number 26, H, carries 0.10; number 27, H, carries 0.09; number 28, H, carries 0.10; number 29, H, carries 0.10; number 30, H, carries 0.11; number 31, H, carries 0.08; number 32, H, carries 0.08; number 33, H, carries 0.06; number 34, C, carries 0.00; number 35, H, carries -0.01; number 36, H, carries 0.05; number 37, H, carries 0.04; number 38, O, carries -0.29; number 39, H, carries -0.01; number 40, H, carries 0.10; number 41, N, carries -0.32; number 42, S, carries 1.06; number 43, C, carries -0.35; number 44, C, carries -0.10; number 45, C, carries -0.10; number 46, C, carries -0.08; number 47, C, carries -0.05; number 48, C, carries -0.07; number 49, C, carries -0.36; number 50, C, carries -0.12; number 51, C, carries -0.06; number 52, C, carries -0.07; number 53, C, carries -0.07; number 54, C, carries -0.09; number 55, H, carries 0.00; number 56, H, carries 0.12; number 57, H, carries 0.12; number 58, H, carries 0.12; number 59, H, carries 0.12; number 60, H, carries 0.10; number 61, H, carries 0.09; number 62, H, carries 0.12; number 63, H, carries 0.11; number 64, H, carries 0.12; number 65, H, carries 0.11



(2)
The following is a quantum chemistry calculation of C21H31N2NdSe as an isolated structure in a non-equilibrium geometry, from the OMol25 dataset.

Output
HOMO energy (alpha / beta) = -0.524 / -0.524 Ha
2S+1 = 4
Gap between HOMO and LUMO (alpha / beta) = 7.22 / 7.35 eV
Total charge = +2
⟨S²⟩ = 3.756

CARTESIAN COORDINATES (ANGSTROEM)
C  1.7537  2.5980  -0.8042
H  2.5769  3.3221  -0.8730
H  1.9556  1.8403  -1.5910
H  1.8501  2.1586  0.2257
C  0.4294  3.3205  -1.0306
H  -0.3797  2.6220  -1.3414
H  0.1015  3.7818  -0.0901
C  0.6047  4.4384  -2.0686
H  -0.3096  5.0223  -2.1967
H  1.3949  5.1228  -1.7421
H  0.8982  4.0395  -3.0438
C  -0.9358  -1.9735  -0.1425
C  -1.5949  -1.1886  -1.1412
C  -0.6265  -0.8281  -2.1433
C  0.6352  -1.3944  -1.7630
C  0.4317  -2.1255  -0.5385
C  1.4222  -3.0115  0.1292
C  1.9194  -1.2886  -2.5097
C  -0.8871  0.0157  -3.3421
C  -3.0371  -0.8236  -1.1339
C  -1.5697  -2.5806  1.0605
Nd  0.1147  0.3431  -0.0314
H  2.7694  -1.5896  -1.8840
H  1.9137  -1.9472  -3.3938
H  2.1026  -0.2641  -2.8655
H  2.4463  -2.7748  -0.1770
H  1.3693  -2.9129  1.2223
H  1.2409  -4.0741  -0.1143
H  -2.4274  -1.9911  1.4056
H  -1.9342  -3.5945  0.8283
H  -0.8640  -2.6612  1.8963
H  -3.2296  0.0751  -1.7319
H  -3.6614  -1.6327  -1.5489
H  -3.3889  -0.6361  -0.1104
H  -0.0771  0.7405  -3.5125
H  -0.9678  -0.6038  -4.2500
H  -1.8274  0.5746  -3.2429
C  2.5823  -1.5351  4.9174
N  1.3665  -0.8083  4.5941
C  1.0788  -0.1903  3.4140
Se  2.1718  -0.2105  1.8847
N  -0.1193  0.4499  3.6249
C  -0.5793  0.2394  4.9293
C  -1.6812  0.7234  5.6243
C  -1.7901  0.3618  6.9778
C  -0.8057  -0.4382  7.5970
C  0.3009  -0.9008  6.8742
C  0.3631  -0.5616  5.5341
H  3.1185  -1.0362  5.7362
H  3.2179  -1.5720  4.0306
H  2.3334  -2.5521  5.2445
H  -0.5407  1.1060  2.9781
H  -2.4143  1.3504  5.1169
H  -2.6425  0.7035  7.5796
H  -0.9059  -0.6968  8.6526
H  1.1043  -1.4926  7.3068

Atom-resolved charges from Löwdin, all expressed in e: number 1, C, carries -0.18; number 2, H, carries 0.11; number 3, H, carries 0.07; number 4, H, carries -0.01; number 5, C, carries -0.35; number 6, H, carries 0.06; number 7, H, carries 0.11; number 8, C, carries -0.08; number 9, H, carries 0.09; number 10, H, carries 0.09; number 11, H, carries 0.09; number 12, C, carries -0.34; number 13, C, carries -0.33; number 14, C, carries -0.34; number 15, C, carries -0.34; number 16, C, carries -0.36; number 17, C, carries -0.07; number 18, C, carries -0.01; number 19, C, carries -0.02; number 20, C, carries -0.01; number 21, C, carries -0.01; number 22, Nd, carries 1.73; number 23, H, carries 0.09; number 24, H, carries 0.12; number 25, H, carries 0.08; number 26, H, carries 0.08; number 27, H, carries 0.05; number 28, H, carries 0.12; number 29, H, carries 0.08; number 30, H, carries 0.12; number 31, H, carries 0.08; number 32, H, carries 0.08; number 33, H, carries 0.12; number 34, H, carries 0.08; number 35, H, carries 0.08; number 36, H, carries 0.12; number 37, H, carries 0.08; number 38, C, carries 0.00; number 39, N, carries -0.06; number 40, C, carries -0.63; number 41, Se, carries 0.75; number 42, N, carries 0.10; number 43, C, carries -0.18; number 44, C, carries 0.01; number 45, C, carries -0.04; number 46, C, carries -0.03; number 47, C, carries 0.02; number 48, C, carries -0.17; number 49, H, carries 0.12; number 50, H, carries 0.06; number 51, H, carries 0.12; number 52, H, carries 0.14; number 53, H, carries 0.12; number 54, H, carries 0.13; number 55, H, carries 0.12; number 56, H, carries 0.13



(3)
The following is a quantum chemistry calculation of an isolated molecule of C21H31N3O3, from the OMol25 dataset.

Output
ΔE to the lowest compared entry with this formula, charge and spin = 1.970 eV
HOMO energy = -0.318 Ha
Gap between HOMO and LUMO = 9.23 eV

CARTESIAN COORDINATES (ANGSTROEM)
C  -0.4084  5.9252  5.1608
O  0.6605  5.3963  4.4159
C  0.3790  4.1830  3.7600
C  0.2881  2.9801  4.7247
N  0.2938  1.6711  4.1109
C  1.5302  1.2966  3.4567
C  1.4952  -0.2128  3.1892
N  0.3626  -0.5297  2.3534
C  0.3458  -1.0188  1.0948
O  -0.7053  -1.2143  0.5101
C  1.6925  -1.3340  0.4378
C  2.3861  -0.0333  0.0012
C  3.2445  -0.2868  -1.2365
C  2.3131  -0.6407  -2.3811
O  2.3482  -0.0982  -3.4681
N  1.4085  -1.5834  -2.0439
C  0.3683  -1.9458  -2.9828
C  -0.9101  -1.1252  -2.7494
C  -2.0130  -1.6298  -3.6308
C  -2.1024  -1.2187  -4.9550
C  -3.0956  -1.7133  -5.7810
C  -4.0122  -2.6297  -5.2934
C  -3.9302  -3.0468  -3.9759
C  -2.9356  -2.5508  -3.1517
C  1.4844  -2.2666  -0.7758
C  -0.8823  -0.1112  2.9692
C  -0.8374  1.3918  3.2472
H  -1.3164  6.0015  4.5502
H  -0.0983  6.9213  5.4710
H  -0.6277  5.3256  6.0508
H  1.2159  4.0402  3.0717
H  -0.5505  4.2728  3.1779
H  -0.6300  3.0526  5.3146
H  1.1387  3.0324  5.4105
H  2.3656  1.5322  4.1185
H  1.6782  1.8225  2.4975
H  2.4298  -0.5379  2.7400
H  1.3650  -0.7300  4.1472
H  2.3185  -1.8727  1.1551
H  3.0022  0.3691  0.8068
H  1.6312  0.7162  -0.2505
H  3.8092  0.6036  -1.5126
H  3.9467  -1.1031  -1.0544
H  0.7520  -1.7495  -3.9871
H  0.1544  -3.0135  -2.8866
H  -1.1936  -1.2036  -1.6989
H  -0.6897  -0.0804  -2.9758
H  -1.3888  -0.5028  -5.3369
H  -3.1562  -1.3832  -6.8081
H  -4.7886  -3.0159  -5.9376
H  -4.6441  -3.7604  -3.5898
H  -2.8761  -2.8732  -2.1217
H  2.3101  -2.9913  -0.8064
H  0.5515  -2.8154  -0.6361
H  -1.6972  -0.3565  2.2877
H  -1.0111  -0.6524  3.9115
H  -1.7541  1.6944  3.7562
H  -0.7725  1.9287  2.2857

Atom-resolved charges from Löwdin, all expressed in e: number 1, C, carries -0.11; number 2, O, carries -0.19; number 3, C, carries -0.22; number 4, C, carries -0.17; number 5, N, carries -0.18; number 6, C, carries -0.17; number 7, C, carries -0.12; number 8, N, carries -0.04; number 9, C, carries -0.41; number 10, O, carries 0.05; number 11, C, carries -0.19; number 12, C, carries -0.13; number 13, C, carries -0.08; number 14, C, carries -0.47; number 15, O, carries 0.06; number 16, N, carries -0.05; number 17, C, carries -0.13; number 18, C, carries -0.12; number 19, C, carries -0.24; number 20, C, carries -0.04; number 21, C, carries -0.09; number 22, C, carries -0.10; number 23, C, carries -0.09; number 24, C, carries -0.04; number 25, C, carries -0.10; number 26, C, carries -0.11; number 27, C, carries -0.16; number 28, H, carries 0.09; number 29, H, carries 0.09; number 30, H, carries 0.08; number 31, H, carries 0.12; number 32, H, carries 0.12; number 33, H, carries 0.12; number 34, H, carries 0.13; number 35, H, carries 0.13; number 36, H, carries 0.12; number 37, H, carries 0.11; number 38, H, carries 0.13; number 39, H, carries 0.14; number 40, H, carries 0.11; number 41, H, carries 0.14; number 42, H, carries 0.12; number 43, H, carries 0.13; number 44, H, carries 0.13; number 45, H, carries 0.13; number 46, H, carries 0.09; number 47, H, carries 0.13; number 48, H, carries 0.12; number 49, H, carries 0.10; number 50, H, carries 0.10; number 51, H, carries 0.10; number 52, H, carries 0.11; number 53, H, carries 0.13; number 54, H, carries 0.13; number 55, H, carries 0.12; number 56, H, carries 0.13; number 57, H, carries 0.13; number 58, H, carries 0.13



(4)
The following is a quantum chemistry calculation of an isolated molecule of C21H31N5OS2, from the OMol25 dataset.

Output
HOMO energy = -0.292 Ha
Gap between HOMO and LUMO = 8.47 eV

CARTESIAN COORDINATES (ANGSTROEM)
C  3.8879  0.5236  -3.4458
C  3.3711  0.8691  -2.0493
C  2.4461  -0.2014  -1.5605
N  1.1571  0.1005  -1.4646
C  0.2902  -0.8174  -1.0465
N  -1.0180  -0.4275  -0.8651
C  -1.6283  -0.6960  0.4198
C  -1.5351  0.5302  1.3334
N  -2.1688  1.6743  0.7059
C  -2.1846  2.8957  1.2912
S  -2.8587  4.2119  0.5352
N  -1.6946  2.9804  2.5538
C  -1.4226  4.2629  3.1639
C  -0.1425  4.9092  2.6214
C  1.0874  4.0082  2.7793
O  1.0572  2.8218  2.0089
C  1.2732  3.0164  0.6293
C  -2.5503  1.4947  -0.6760
C  -1.4044  0.8568  -1.4478
C  0.7157  -2.1517  -0.8414
C  0.0458  -3.4034  -0.6404
C  0.9164  -4.4372  -0.5224
S  2.5949  -3.9607  -0.6474
C  2.1123  -2.3188  -0.9325
N  2.9761  -1.3703  -1.2490
C  0.5587  -5.8776  -0.3876
C  -0.9467  -6.0409  -0.1756
C  -1.7098  -5.0947  -1.0978
C  -1.4336  -3.6485  -0.6889
H  4.5818  1.2867  -3.7896
H  4.3995  -0.4350  -3.4227
H  3.0613  0.4612  -4.1501
H  2.8333  1.8171  -2.0679
H  4.2149  0.9409  -1.3614
H  -2.6747  -0.9834  0.2818
H  -1.0992  -1.5169  0.9022
H  -0.4725  0.7382  1.5263
H  -2.0306  0.3050  2.2862
H  -1.0287  2.2700  2.8223
H  -2.2726  4.9189  2.9635
H  -1.3386  4.1006  4.2415
H  0.0399  5.8398  3.1589
H  -0.2935  5.1526  1.5690
H  1.9914  4.5826  2.5306
H  1.1670  3.6677  3.8167
H  1.3697  2.0275  0.1821
H  0.4394  3.5460  0.1560
H  2.1957  3.5811  0.4547
H  -2.7741  2.4801  -1.0916
H  -3.4577  0.8845  -0.7412
H  -1.7062  0.6836  -2.4856
H  -0.5419  1.5300  -1.4508
H  1.1153  -6.3263  0.4387
H  0.8649  -6.3994  -1.3003
H  -1.2323  -7.0760  -0.3677
H  -1.1992  -5.8095  0.8614
H  -2.7813  -5.2930  -1.0406
H  -1.3887  -5.2544  -2.1288
H  -1.8929  -2.9512  -1.3918
H  -1.8817  -3.4788  0.2945

Atom-resolved charges from Löwdin, all expressed in e: number 1, C, carries -0.10; number 2, C, carries -0.19; number 3, C, carries -0.37; number 4, N, carries 0.18; number 5, C, carries -0.22; number 6, N, carries -0.05; number 7, C, carries -0.14; number 8, C, carries -0.11; number 9, N, carries -0.10; number 10, C, carries -0.81; number 11, S, carries 0.68; number 12, N, carries 0.00; number 13, C, carries -0.23; number 14, C, carries -0.16; number 15, C, carries -0.22; number 16, O, carries -0.22; number 17, C, carries -0.09; number 18, C, carries -0.18; number 19, C, carries -0.12; number 20, C, carries -0.10; number 21, C, carries -0.21; number 22, C, carries -0.47; number 23, S, carries 1.10; number 24, C, carries -0.52; number 25, N, carries 0.12; number 26, C, carries -0.20; number 27, C, carries -0.19; number 28, C, carries -0.19; number 29, C, carries -0.15; number 30, H, carries 0.07; number 31, H, carries 0.07; number 32, H, carries 0.07; number 33, H, carries 0.10; number 34, H, carries 0.11; number 35, H, carries 0.13; number 36, H, carries 0.12; number 37, H, carries 0.12; number 38, H, carries 0.13; number 39, H, carries 0.11; number 40, H, carries 0.08; number 41, H, carries 0.12; number 42, H, carries 0.12; number 43, H, carries 0.08; number 44, H, carries 0.12; number 45, H, carries 0.12; number 46, H, carries 0.06; number 47, H, carries 0.08; number 48, H, carries 0.09; number 49, H, carries 0.05; number 50, H, carries 0.13; number 51, H, carries 0.13; number 52, H, carries 0.11; number 53, H, carries 0.11; number 54, H, carries 0.12; number 55, H, carries 0.11; number 56, H, carries 0.12; number 57, H, carries 0.11; number 58, H, carries 0.12; number 59, H, carries 0.12; number 60, H, carries 0.11